3 unconnected molecules or ions with the total composition C23H39BrNO9P2S2 at a distorted geometry. Source: the OMol25 dataset; level of theory: wB97M-V/def2-TZVPD.

Geometry as XYZ:
```
77
Properties=species:S:1:pos:R:3:forces:R:3:lowdin_charge:R:1
C 0.15801 -1.57533 5.97935 -0.3 1.2 0.2 0.15
C -0.52825 -0.80331 5.31608 -0.4 -1.1 -2.0 -0.09
C -1.37090 -0.29663 4.11606 -0.6 0.6 -0.3 -0.05
C -2.87833 -0.16738 4.29496 1.3 0.5 -2.0 -0.08
C -3.55625 -0.54713 5.65011 -0.2 -0.2 0.4 -0.17
C -4.66028 -1.71698 5.52068 0.2 -0.6 0.0 -0.24
C -4.44697 -2.66480 4.25702 -0.9 -0.4 0.6 -0.12
C -3.65348 0.31844 3.06672 3.2 -0.5 -1.4 -0.29
P -5.52026 0.56654 3.07119 -1.3 0.8 1.5 0.37
S -6.20996 1.30246 4.75326 0.4 -0.1 -0.4 0.19
C -2.87475 0.60671 1.79610 -0.7 -0.8 3.0 -0.53
Br -3.90907 1.16908 0.20906 1.4 -0.6 1.4 0.82
N -1.46679 0.48766 1.71337 -1.8 -0.1 1.3 -0.21
P -0.51244 0.83661 0.20507 1.7 0.2 -1.6 1.00
C -0.73217 2.64671 -0.30196 -0.7 0.2 -0.5 -0.27
C -1.16531 -0.28554 -1.19719 -0.2 -0.2 0.6 -0.39
C -1.73618 -1.61546 -0.52483 0.5 0.2 -0.5 -0.17
C -0.67657 0.04737 2.82383 -1.5 -0.7 1.7 -0.13
C 0.89507 -0.06289 2.71939 0.2 0.3 0.1 -0.16
C 1.60306 1.38392 2.88102 0.6 -0.3 0.6 -0.17
C 0.93243 2.28908 4.00906 0.0 0.2 -0.6 -0.18
C -0.21970 3.25586 3.46823 -0.9 -1.7 0.0 -0.22
S 0.30025 5.00681 3.26425 0.8 3.9 2.3 0.68
O 1.74665 5.20500 3.36344 -2.1 -1.4 -1.1 -0.29
O -0.44335 5.80688 4.25226 0.5 -2.0 -1.9 -0.31
O -0.15297 5.59458 1.75753 0.1 -2.0 1.2 -0.18
H 0.80933 -2.11333 6.71273 -1.1 0.8 -1.2 0.08
H -4.00029 0.39943 6.10890 0.4 -1.2 -0.9 0.10
H -2.82146 -0.92589 6.43414 -0.4 0.6 -1.5 0.12
H -5.71884 -1.32232 5.52926 1.3 -0.2 -0.1 0.07
H -4.57710 -2.38791 6.43898 0.1 1.1 -1.1 0.12
H -3.36483 -2.83113 3.98774 -1.1 0.3 0.2 0.08
H -5.06615 -2.29555 3.38255 1.1 -0.5 0.8 0.04
H -4.89024 -3.67782 4.53763 0.6 1.3 -0.5 0.09
H -6.23426 -0.65521 2.78747 1.0 0.5 -0.4 0.00
H -5.95279 1.48655 2.05064 0.9 -0.9 0.2 -0.04
H -0.17495 3.35027 0.37998 -0.5 -0.9 -0.7 0.02
H -1.80668 2.96409 -0.43536 1.2 -0.2 0.2 0.01
H -0.24922 2.73451 -1.33364 -0.5 -0.4 1.3 0.07
H -1.88945 0.24960 -1.87461 0.6 -0.8 0.7 0.07
H -0.24156 -0.56784 -1.79314 -1.0 0.7 0.7 0.08
H -1.20298 -1.86073 0.45249 -0.7 0.4 -1.2 0.07
H -1.49311 -2.47260 -1.22287 -0.7 0.9 0.8 0.09
H -2.84136 -1.48716 -0.35161 1.2 -0.5 -0.1 0.05
H 1.33791 -0.68931 3.56193 -1.3 0.8 -0.9 0.12
H 1.22804 -0.58983 1.76743 -0.7 0.9 1.1 0.10
H 1.72639 1.92300 1.89790 -0.3 -0.6 1.0 0.10
H 2.65147 1.14158 3.26071 -1.3 0.3 -0.7 0.13
H 1.71532 2.95036 4.49032 -0.9 -0.9 -0.5 0.12
H 0.47019 1.59743 4.78274 0.7 1.1 -0.8 0.10
H -0.67950 2.84107 2.51050 0.8 0.8 1.0 0.07
H -1.06996 3.23617 4.22598 1.1 0.6 -1.0 0.12
H -0.97995 5.14023 1.48259 0.4 0.6 0.3 0.07
C 1.87357 2.14697 -4.95908 0.1 0.3 0.2 -0.04
O 1.91133 1.15542 -5.98352 -0.1 -0.3 0.1 -0.01
C 1.44494 -0.04471 -5.60881 0.0 -0.2 -0.4 -0.61
O 1.01625 -0.32968 -4.51660 0.0 0.2 -0.1 0.10
O 1.53733 -0.87307 -6.65805 0.0 0.5 0.4 0.00
C 1.07285 -2.19868 -6.40071 -0.1 -0.5 0.0 -0.03
H 2.27330 3.07010 -5.37677 0.0 -0.2 -0.2 0.10
H 0.84633 2.32877 -4.63705 0.1 -0.1 0.0 0.09
H 2.49682 1.85097 -4.11308 -0.2 -0.1 0.0 0.10
H 0.01436 -2.19083 -6.13432 0.1 0.1 0.1 0.10
H 1.66595 -2.66828 -5.61444 -0.1 0.1 0.0 0.10
H 1.19469 -2.77543 -7.31641 0.1 0.3 0.0 0.10
C 4.92316 -0.53745 -6.78849 0.0 0.4 -0.1 -0.03
O 4.70122 -1.89127 -6.39146 0.1 -0.2 0.0 -0.01
C 5.75579 -2.69983 -6.57675 0.0 -0.1 0.0 -0.61
O 6.82256 -2.37777 -7.03177 -0.3 -0.1 0.1 0.13
O 5.41273 -3.92986 -6.16612 -0.1 0.3 0.0 -0.01
C 6.44770 -4.90334 -6.30593 0.3 -0.4 0.0 -0.04
H 4.00855 0.01958 -6.59509 0.0 -0.3 0.0 0.07
H 5.73037 -0.09171 -6.20419 0.1 -0.1 -0.2 0.10
H 5.14240 -0.47937 -7.85579 0.1 0.0 0.1 0.11
H 7.31564 -4.63218 -5.70266 0.0 0.1 -0.2 0.10
H 6.72805 -5.01965 -7.35401 0.1 0.1 0.1 0.10
H 6.05867 -5.85460 -5.94438 -0.2 0.2 0.0 0.09
```
Forces are in eV/Å.

Computed properties:
**HOMO energy**: -0.4229 Eh
**Total charge**: +1
**HOMO-LUMO gap**: 6.719 eV
**Max |F|**: 4.6 eV Å⁻¹